Record 1
Molecular formula: C52H47F4KN11O8Te
Method: DFT, the ωB97M-V functional and the def2-TZVPD basis

The geometry in XYZ format:
```
124
Properties=species:S:1:pos:R:3:forces:R:3:mulliken_charge:R:1
K -0.537747 2.154126 1.776299 -0.430 0.357 -0.053 0.9817
O 2.601512 -1.777656 6.015471 -1.302 1.061 -0.666 -0.5965
C 1.994789 -0.749491 5.216774 0.790 -1.749 0.766 1.0650
C 0.687293 -0.406510 5.493663 -1.072 1.105 -0.270 -0.4276
C 0.079990 0.577255 4.688270 1.224 0.001 0.903 -0.0635
N 0.813293 1.210698 3.751451 -0.491 0.125 0.110 -0.3333
C 2.080464 0.893176 3.491879 0.977 -1.450 0.376 0.4932
C 2.709356 -0.184407 4.170653 -0.409 0.746 0.225 -0.8456
C 2.881705 1.603447 2.305998 -2.344 -0.225 0.473 0.1337
O 4.048225 1.244182 2.125405 -0.220 0.515 0.159 -0.8487
O 2.097147 2.360206 1.645311 1.366 -0.319 -0.051 -0.5693
C -1.387258 1.058546 5.015553 0.707 0.755 -2.359 0.3114
O -1.948627 0.615611 5.998440 -0.175 -0.555 1.039 -0.7890
O -1.868462 1.843738 4.125840 0.272 -0.106 0.588 -0.7593
H 1.856276 -2.124418 6.551115 0.784 0.207 -0.378 0.2868
H 0.112270 -0.763645 6.355554 0.276 -0.150 -0.373 0.4376
H 3.718513 -0.515864 3.934778 -0.254 0.243 -0.008 0.5025
O -4.535454 3.038546 4.224493 0.351 -1.850 0.145 -0.6793
H -3.640513 2.607153 4.217547 -0.382 -0.194 0.192 0.3904
H -4.279321 3.923388 4.103964 0.283 1.966 -0.148 0.2637
O -1.782423 0.151848 0.364639 -0.614 -0.091 0.578 0.2109
H -1.040701 -0.475430 0.296868 -0.616 -0.050 0.227 -0.0699
H -2.521069 -0.271753 0.944080 1.356 0.016 -0.549 0.4722
C -4.064060 0.024176 2.892947 -0.699 -1.020 -0.985 1.3377
C -4.969154 -0.589691 3.971822 -0.751 -0.379 -1.289 -0.7106
N -4.589688 -2.012269 4.197257 -0.993 0.638 1.907 -0.3477
C -3.141747 -2.079817 4.433273 -0.446 -0.179 -1.365 -0.9123
C -2.421411 -1.721866 3.145434 0.984 -0.813 -0.455 0.9998
N -3.370573 -1.162390 2.218606 -0.086 2.314 -0.479 -0.2280
C -4.347784 -2.153738 1.864944 -0.674 -0.613 -0.770 -0.7418
C -5.003986 -2.806095 3.064809 -0.453 1.178 -0.256 -0.7293
H -3.422591 0.746260 3.346423 1.193 -0.161 0.014 -1.3348
H -4.639249 0.636823 2.162904 0.266 -0.749 0.096 0.3919
H -6.005953 -0.533487 3.525948 0.701 -0.344 1.115 0.2331
H -4.860736 0.009509 4.861895 -0.316 -0.106 0.529 0.4041
H -2.795127 -3.055591 4.696487 -0.266 -0.834 0.673 0.5075
H -2.814731 -1.366065 5.132637 -0.207 0.766 1.461 0.3700
H -1.966466 -2.642239 2.718127 -0.248 0.527 -0.181 0.1124
H -1.603129 -1.030429 3.333502 0.048 0.181 -0.137 -0.8177
H -3.948148 -2.968405 1.301476 0.963 -0.199 -0.749 0.0837
H -5.111098 -1.746814 1.245129 -0.489 0.890 -0.678 0.4475
H -4.599016 -3.782420 3.114114 0.152 -1.249 0.635 0.3912
H -6.120327 -2.858903 2.898171 1.019 0.088 0.684 0.2811
C 6.164555 0.009370 -5.121653 0.774 -1.911 -1.316 -1.5569
C 5.076909 0.345447 -4.175810 -0.881 0.303 0.362 0.9200
C 3.905501 0.938724 -4.666191 -0.720 0.560 0.205 -0.9615
C 2.866568 1.312952 -3.810493 -1.636 -0.236 -0.329 0.9227
C 1.535872 1.930214 -4.394091 1.169 -0.704 -0.723 -0.8358
C 2.929958 0.931590 -2.453790 -0.410 0.435 -0.823 0.0043
Te 1.315415 1.158156 -1.027549 0.092 1.212 -0.362 -0.2398
N 0.343921 2.993794 -1.137196 0.798 -0.093 -0.131 0.5555
C 1.230346 3.996553 -1.380200 0.660 0.168 -0.567 0.2435
O 2.409905 3.875272 -1.766197 -0.718 -0.043 0.354 -0.6288
C 0.709066 5.483934 -1.306570 1.302 -2.491 -1.217 -0.4651
C -0.025263 5.909213 -0.259021 -0.493 1.868 -0.318 -0.4260
C -0.615874 7.176638 -0.272424 -0.367 -0.545 0.421 -0.5082
C -0.381337 7.994363 -1.356314 -1.550 1.006 -0.392 -0.3708
C 0.433536 7.577729 -2.391058 0.291 -0.233 -0.998 -0.4308
C 0.994527 6.310520 -2.384398 -0.540 0.462 0.273 -0.6309
C -0.067275 0.025987 -2.181381 0.184 -0.952 -0.177 1.9011
C -1.344085 0.531725 -2.393582 -0.120 2.471 -0.143 -0.3001
C -2.291048 -0.060347 -3.185334 0.331 -1.568 -0.744 -0.9538
C -1.944275 -1.329578 -3.699267 -1.537 0.547 -0.921 -0.6724
C -0.759467 -1.921710 -3.413229 1.518 0.027 0.793 -0.7822
C 0.256484 -1.263942 -2.635740 -1.716 -0.174 -1.217 0.3696
C 1.550684 -1.959922 -2.481724 0.998 0.180 1.113 -0.7963
C 4.025984 0.230248 -1.981564 0.954 0.283 1.075 1.3626
C 4.156601 -0.141935 -0.522413 0.302 1.347 0.605 -1.7743
C 5.117659 -0.015207 -2.822081 -0.136 0.224 -1.138 -1.0469
H 5.784013 -0.826575 -5.797640 0.535 0.849 0.720 0.2602
H 7.083675 -0.380908 -4.648718 -0.532 0.079 0.107 0.3524
H 6.526943 0.769255 -5.817506 -0.464 0.402 0.261 0.3496
H 3.685358 1.123216 -5.730068 0.716 -0.057 0.399 0.3402
H 0.999856 2.405093 -3.584968 -0.248 0.274 -0.021 -0.2337
H 0.891624 1.133084 -4.843601 0.482 0.384 0.587 0.2627
H 1.699665 2.653097 -5.240711 0.178 -0.501 1.004 0.4733
H -0.137850 5.226958 0.501664 -0.655 -1.246 1.871 1.0696
H -1.377178 7.420452 0.479635 0.544 0.103 -0.212 0.3534
H -1.044868 8.873009 -1.542655 0.908 -0.477 0.502 0.2745
H 0.524140 8.173556 -3.303569 0.061 0.031 0.401 0.3082
H 1.537608 5.948325 -3.233707 0.352 -0.192 -0.157 0.4653
H -1.534922 1.577627 -2.079142 0.124 -0.845 0.062 0.1561
H -3.229698 0.401592 -3.483274 0.238 0.070 0.357 0.4992
H -2.562282 -1.864885 -4.448749 -0.005 0.515 0.769 0.3039
H -0.617532 -2.915524 -3.846898 0.463 0.277 0.308 0.3637
H 1.487941 -3.025387 -2.696934 -0.076 0.039 -0.254 0.4195
H 1.879307 -1.881723 -1.431250 0.033 -0.056 -0.531 -0.5494
H 2.351785 -1.483442 -3.048014 -0.107 -0.209 -0.328 0.2501
H 4.096971 0.769676 0.205233 0.433 -1.553 -1.323 0.2786
H 5.066165 -0.722869 -0.356137 0.136 0.369 0.073 0.5012
H 3.378081 -0.798952 -0.203124 -0.848 -0.515 0.228 0.2685
H 6.013700 -0.530449 -2.479461 -0.254 0.137 0.266 0.3225
N -2.424401 4.898476 -2.376828 1.575 0.247 0.023 -0.4765
C -3.034320 4.736328 -1.135375 -0.018 0.398 -0.154 0.1600
C -2.717569 3.702863 -0.256004 -0.554 -1.300 0.198 0.0785
N -3.426814 3.465354 0.842094 0.445 0.700 0.273 -0.0796
C -4.341267 4.378480 1.172732 -0.388 -1.072 0.213 -0.4021
C -4.627060 5.418043 0.313773 0.098 -0.496 1.204 -0.6177
N -3.996711 5.612544 -0.813012 0.705 0.076 -1.233 -0.6803
H -1.489978 4.391684 -2.495059 -1.803 0.981 0.509 0.1354
H -2.337434 5.918030 -2.555520 0.046 -1.112 -0.126 0.3200
H -1.993055 2.925566 -0.462087 0.238 0.352 -0.444 0.3759
H -4.917772 4.159750 2.080596 0.214 0.287 -0.406 0.6187
H -5.390720 6.085018 0.626704 -0.641 0.841 -0.122 0.3754
F -0.644807 -6.509329 -1.499251 0.510 0.347 1.299 -0.3183
C 0.571316 -6.380753 -0.874131 1.016 -0.195 -1.388 -0.3592
C 1.453581 -7.406066 -1.247391 0.068 1.238 0.557 0.2430
F 1.013149 -8.552391 -1.760697 -0.863 0.138 -0.181 -0.3339
C 2.874242 -7.333980 -1.155107 -1.346 2.631 1.802 0.4323
C 3.287379 -6.047092 -0.577909 -0.610 -0.549 -0.573 0.2867
C 2.404789 -5.039934 -0.150769 1.365 -1.370 -0.855 0.0382
F 2.911985 -3.891354 0.247976 0.691 0.701 0.421 -0.2721
C 1.016923 -5.098716 -0.262478 -2.194 -1.967 -1.166 0.9780
C 0.065105 -4.064483 0.046055 0.280 -2.455 -0.432 0.7318
C 0.430306 -2.762067 0.297422 1.187 5.389 0.996 -0.0645
N 0.732425 -1.613062 0.449285 -1.274 -4.386 -0.086 -0.4586
C -1.308790 -4.455210 0.139651 -1.681 -0.118 0.248 -0.2413
N -2.423016 -4.791633 0.258875 1.926 0.615 -0.181 -0.6722
F 4.603292 -5.771959 -0.623229 -0.360 0.028 0.426 -0.3068
C 3.685290 -8.400524 -1.532384 0.337 0.987 0.638 0.0649
C 3.409566 -9.216081 -2.605200 -1.057 -1.898 -2.571 0.2020
N 3.205283 -9.862547 -3.553996 0.297 0.656 1.133 -0.5864
C 4.947324 -8.612218 -0.993929 2.501 -0.319 0.632 0.0964
N 6.020103 -8.886045 -0.635888 -1.045 0.310 -0.125 -0.5610
```
Forces are in eV/Å.

As for the spin multiplicity: 2. The total charge is -2. Its expectation value of S² is 0.801. The value obtained for the energy above the lowest of the compared OMol25 structures with the same formula, charge and spin is 267.9 kJ/mol.

Record 2
Molecular formula: C52H47FGeN2ORuS2Sb2
Method: DFT, the ωB97M-V functional and the def2-TZVPD basis

The geometry in XYZ format:
```
109
Properties=species:S:1:pos:R:3:forces:R:3:mulliken_charge:R:1
Ru -1.939587 0.438924 1.502402 -0.408 1.212 0.185 0.1817
S -2.556536 2.616560 2.321032 -0.385 -0.689 -0.886 -0.5300
C -4.069360 2.262999 1.494877 -1.236 1.578 0.134 1.1535
S -4.034477 0.674445 0.774702 -0.522 0.328 0.014 -0.4678
C -5.127747 3.174807 1.368324 1.640 -1.212 0.055 0.3158
C -4.974675 4.522856 1.828443 -0.210 1.579 0.184 -0.3256
N -4.912733 5.657627 2.088156 0.082 -1.785 -0.241 -0.5168
C -6.317097 2.857490 0.638341 -0.127 0.252 0.350 0.0457
N -7.328713 2.716220 0.108143 0.170 -0.194 -0.135 -0.4777
C 1.947536 2.690488 -1.015282 -0.088 -0.223 -0.541 -0.7153
C 1.969006 3.061683 0.445046 1.545 -0.216 0.579 -0.5988
C 0.857484 2.390984 1.245418 -2.286 1.482 -1.528 0.1467
Sb 0.735160 0.139583 1.387339 0.812 -0.413 0.725 -0.0312
C 0.644230 -1.771889 2.460614 0.148 -0.460 1.719 1.2970
C 0.776945 -2.907732 1.723515 0.509 -0.995 -0.693 -0.1954
C 1.208441 -4.108303 2.307695 -0.491 0.768 -0.155 -0.9032
C 1.382176 -4.219694 3.664331 0.244 0.523 -0.671 -0.7484
C 1.236354 -3.092945 4.452417 -0.720 0.853 -0.596 -0.8897
C 0.824203 -1.897178 3.863741 0.206 0.132 -0.895 -0.3589
C 2.876452 0.150574 2.041032 -1.294 -1.877 -1.812 0.7445
C 3.799466 -0.819457 1.605806 0.532 -0.519 -0.154 -0.2592
C 5.123370 -0.802865 2.053543 -0.170 0.102 0.439 -0.9410
C 5.482512 0.167102 2.986982 0.306 0.565 0.003 -0.5906
C 4.545219 1.070898 3.453663 0.109 0.293 0.579 -0.5925
C 3.238918 1.034838 2.970324 1.349 1.812 1.796 -0.7563
Sb 2.927221 0.689011 -1.126845 1.277 1.463 -2.015 1.2303
C 2.296167 -0.487316 -2.825727 0.067 0.022 0.138 0.0001
C 1.732710 -1.734185 -2.675992 0.086 -0.698 -0.154 0.2360
C 1.447107 -2.522550 -3.815900 -1.148 -0.656 2.558 -0.5631
C 1.689931 -2.047834 -5.046925 0.782 1.291 -1.941 -0.6547
C 2.236067 -0.765876 -5.234130 -0.092 0.105 1.179 -0.7321
C 2.530082 -0.006249 -4.116988 -0.025 0.386 -0.025 -0.3191
C 4.914506 1.368290 -1.879277 -0.263 -1.084 1.340 0.2424
C 5.772851 0.299461 -2.177767 -1.253 -0.813 -0.750 -0.2182
C 7.134248 0.425363 -2.193881 1.151 -0.583 -0.839 -0.8468
C 7.730186 1.660031 -1.903709 0.387 -0.147 0.505 -0.3476
C 6.932349 2.692170 -1.489212 -1.665 1.138 0.206 -0.8193
C 5.518317 2.541946 -1.471367 -0.010 1.195 0.045 0.0321
H 2.449199 3.413987 -1.715288 -0.174 -0.965 0.706 0.6401
H 0.924735 2.534827 -1.331079 -0.315 -0.039 -0.370 0.0349
H 2.010619 4.151145 0.568317 -0.743 0.017 0.005 0.5653
H 2.996593 2.819297 0.790154 -0.482 -0.128 0.450 0.0227
H -0.155974 2.602146 0.685922 1.829 -0.369 0.993 -0.7840
H 0.690410 2.766887 2.253814 0.326 -0.092 0.127 0.8749
H 0.598961 -2.919844 0.662905 0.065 0.114 -0.411 0.2678
H 1.467304 -4.912897 1.663660 -0.190 -0.739 -0.397 0.4792
H 1.674737 -5.166053 4.027433 0.401 -0.750 0.727 0.4631
H 1.439892 -3.103474 5.498440 -0.077 -0.125 0.625 0.5271
H 0.640069 -1.034618 4.465991 0.129 0.450 0.518 0.5665
H 3.501421 -1.675677 0.999792 -0.196 0.296 -0.100 0.5557
H 5.850322 -1.563295 1.766535 -0.317 0.206 -0.148 0.4890
H 6.483710 0.319330 3.376006 0.086 -0.567 -0.213 0.4146
H 4.835125 1.799762 4.238784 -0.297 -0.559 -0.655 0.4003
H 2.573352 1.726178 3.435041 -0.671 0.493 -0.065 0.4717
H 1.514086 -2.122927 -1.687452 0.037 -0.074 -0.140 0.2074
H 0.889860 -3.468504 -3.653216 0.718 0.581 -0.253 0.3359
H 1.487044 -2.619162 -5.923083 -0.293 -0.486 -0.403 0.4501
H 2.424626 -0.260653 -6.165473 -0.129 -0.504 -0.491 0.4438
H 2.882245 0.997389 -4.285839 0.310 0.215 0.121 0.4470
H 5.296866 -0.632910 -2.528919 0.501 0.256 0.405 0.3193
H 7.720019 -0.461357 -2.516548 -0.255 0.864 0.343 0.3759
H 8.800021 1.877854 -1.905999 -0.218 -0.643 -0.174 0.3783
H 7.345561 3.662536 -1.161745 -0.151 -0.674 -0.370 0.3736
H 4.868256 3.400703 -1.224461 0.609 -0.398 0.167 0.2546
F -3.650486 -1.891307 6.872413 -0.404 0.051 -1.243 -0.3015
C -3.339843 -1.434407 5.627410 1.391 0.390 0.257 0.3550
C -3.088147 -2.302203 4.554870 -0.754 -0.607 -0.721 -0.9777
C -2.607523 -1.772531 3.326664 -0.263 0.121 0.683 -0.1862
C -2.269547 -0.394388 3.234821 0.229 -2.289 0.221 1.2691
C -2.332465 0.352781 4.398442 -0.130 1.742 -0.005 -0.1759
C -2.977668 -0.076184 5.536590 -0.432 -0.199 0.903 -0.9024
H -3.405189 -3.387080 4.578683 0.609 1.412 0.234 0.3921
H -2.493262 -2.460039 2.479229 -0.114 0.369 0.304 0.4564
H -1.928514 1.370978 4.327611 -0.493 -0.554 0.554 0.4463
H -3.230990 0.648224 6.351369 0.592 -0.974 -0.637 0.3615
Ge -1.668939 -0.970695 -0.542819 -0.526 -0.873 -1.564 1.5094
C -2.576818 -2.734580 -0.526302 0.098 0.169 0.512 0.3829
C -3.809947 -2.941707 0.103590 -0.418 -0.548 -0.404 0.0744
C -4.416799 -4.211699 0.058810 -0.514 -0.145 0.071 -0.6551
C -3.814523 -5.245763 -0.706809 -1.246 0.301 1.406 -0.6980
C -2.702736 -4.962059 -1.450256 1.239 0.059 -0.875 -0.4993
C -2.014052 -3.750554 -1.292880 0.684 0.193 -0.561 -0.2474
C -2.248049 -0.403022 -2.386037 -0.910 -0.339 1.059 -0.0324
C -3.578623 -0.662784 -2.776163 0.547 0.187 0.697 -0.6591
C -3.996556 -0.428473 -4.047471 -1.038 0.311 -1.711 -0.5452
C -3.147914 0.052575 -5.045711 0.006 -0.217 0.816 -0.8639
C -1.878920 0.368041 -4.627776 1.614 0.052 -0.835 -0.5654
C -1.402181 0.110681 -3.327933 0.279 0.852 -0.307 0.4515
H -0.242227 -1.440627 -0.898741 0.362 0.093 0.167 -1.3464
H -4.325123 -2.075973 0.530887 0.085 -0.506 0.246 0.3234
H -5.416936 -4.395944 0.559002 1.458 0.256 -0.549 0.3450
H -4.203139 -6.276293 -0.634119 -0.030 0.766 -0.455 0.3631
H -2.376302 -5.666835 -2.222969 0.197 0.028 0.610 0.3881
H -1.016533 -3.560534 -1.809091 -1.494 -0.374 0.525 -0.1084
H -4.313163 -1.022457 -2.085181 -0.155 -0.241 0.472 0.4035
H -5.029965 -0.552746 -4.365346 0.018 -0.356 0.473 0.3718
H -3.496561 0.136487 -6.077045 0.242 0.226 0.386 0.4114
H -1.173181 0.752480 -5.371208 -0.123 -0.010 0.291 0.3933
H -0.389275 0.406281 -3.016577 -0.352 -0.204 -0.492 0.2641
C -2.226680 4.867914 -0.427567 0.713 -0.081 0.512 -1.2060
C -2.449652 3.523344 -1.125990 -1.594 1.120 0.367 0.5738
C -3.738003 3.515016 -1.957709 0.068 -1.391 0.074 -0.8156
O -1.785713 2.532901 -0.911543 0.445 0.014 -0.150 -0.0162
H -2.880777 5.648565 -0.793230 -0.060 0.051 -0.332 0.4390
H -1.179178 5.185514 -0.542865 -0.234 -0.087 -0.024 0.3259
H -2.413763 4.841866 0.668947 0.132 -0.456 -0.663 0.1440
H -4.568832 3.456466 -1.196617 0.691 0.217 -0.896 0.1199
H -3.786721 2.603207 -2.599735 0.021 0.574 0.558 -0.0145
H -3.865968 4.396602 -2.590180 0.057 0.003 0.328 0.4501
```
Forces are in eV/Å.

As for the spin multiplicity: 6. The total charge is +1. Its expectation value of S² is 8.799. The value obtained for the energy above the lowest of the compared OMol25 structures with the same formula, charge and spin is 57.7 kJ/mol.